Entry 1:
7 unconnected molecules or ions with the total composition C28H61N4O8. Source: the Open Molecules 2025 dataset; level of theory: ωB97M-V/def2-TZVPD.

The calculation puts the frontier orbital gap at 8.723 eV. The net charge is +1. The relative energy (zero: lowest compared OMol25 entry of this formula, charge and spin) is 0.0 kJ/mol. The value obtained for the LUMO energy is -0.0655 hartree. The HOMO energy is -0.386 Eh.

Cartesian coordinates (Å):
1 C -1.00701 -4.05158 0.66350
2 C -0.96107 -3.62453 -0.84679
3 C 0.39560 -2.93393 -1.23578
4 N 0.46235 -2.32187 -2.62451
5 C 1.66470 -1.41747 -2.70593
6 C 0.59183 -3.39832 -3.69702
7 C -0.23586 -2.86051 -4.85923
8 C -1.43522 -2.36823 -4.06267
9 C -0.78990 -1.49151 -3.01888
10 H -2.04720 -4.13863 1.01430
11 H -0.58425 -3.25695 1.29564
12 H -0.54884 -5.02400 0.95196
13 H -1.73756 -2.90253 -1.12046
14 H -1.12170 -4.53542 -1.46855
15 H 1.23998 -3.61042 -1.18056
16 H 0.46535 -2.14097 -0.47271
17 H 1.51281 -0.55919 -2.02049
18 H 1.70776 -1.08238 -3.74902
19 H 2.51906 -2.02794 -2.46647
20 H 1.64715 -3.53631 -3.90708
21 H 0.19105 -4.36008 -3.45002
22 H 0.23010 -2.07753 -5.44838
23 H -0.45991 -3.59368 -5.61907
24 H -2.16200 -1.82739 -4.65340
25 H -1.94082 -3.23508 -3.60775
26 H -0.34290 -0.53748 -3.24082
27 H -1.40593 -1.26442 -2.14201
28 C 1.86400 -2.79672 3.75209
29 C 2.26702 -1.28472 3.79646
30 C 0.97218 -0.36907 3.91758
31 N 1.21445 1.02433 4.30988
32 C 1.93151 1.11326 5.61429
33 C -0.13877 1.76235 4.34592
34 C 0.26980 3.16074 4.09464
35 C 1.51651 3.15035 3.22275
36 C 2.10181 1.77782 3.29465
37 H 2.68952 -3.42429 3.43642
38 H 1.02513 -2.89361 3.04661
39 H 1.45830 -3.26613 4.63653
40 H 2.86221 -1.12490 2.88243
41 H 2.95749 -1.16660 4.62622
42 H 0.16378 -0.76224 4.56073
43 H 0.46903 -0.32851 2.94646
44 H 1.77822 2.13761 5.98206
45 H 2.98988 0.84510 5.54776
46 H 1.47543 0.35429 6.28398
47 H -0.61577 1.56241 5.31991
48 H -0.81276 1.32943 3.60132
49 H 0.46588 3.68172 5.06084
50 H -0.52202 3.77253 3.64836
51 H 2.19875 3.94999 3.48638
52 H 1.16480 3.35356 2.19830
53 H 3.13398 1.69962 3.60047
54 H 2.00975 1.30982 2.32521
55 C -5.70078 2.17232 -1.37377
56 C -4.22352 2.42363 -1.26073
57 O -3.67034 2.73330 -0.27770
58 N -3.48952 2.34397 -2.50092
59 H -4.54604 0.25685 -2.71427
60 H -4.08035 2.30017 -3.32925
61 C -2.13764 2.64430 -2.80528
62 H -5.91762 1.62569 -0.49218
63 H -6.00674 1.51205 -2.17221
64 H -6.29985 3.07906 -1.23799
65 H -1.98495 3.75415 -2.83821
66 H -1.83805 2.22507 -3.75505
67 H -1.52356 2.19199 -1.99919
68 C 0.88642 5.15792 -0.28216
69 C 1.90381 4.57694 -1.27650
70 O 2.65095 5.22452 -1.99431
71 N 1.88847 3.18486 -1.40014
72 H 2.88090 0.17862 0.71966
73 H 1.31699 2.77575 -0.65316
74 C 2.87073 2.24476 -1.87603
75 H 0.52818 4.27351 0.24777
76 H 0.00752 5.59766 -0.85718
77 H 1.31363 5.96312 0.26182
78 H 3.86835 2.72150 -1.71079
79 H 2.67120 2.04021 -2.92738
80 H 2.77904 1.32806 -1.30415
81 C 5.75358 -1.49132 0.32284
82 C 4.72927 -0.38860 0.24336
83 O 4.91579 0.61240 -0.34508
84 O 3.51443 -0.59471 0.88500
85 H 6.70339 -1.06395 -0.03217
86 H 5.37467 -2.30091 -0.28917
87 H 5.82546 -1.82523 1.35168
88 C -5.20033 -2.75158 -1.33095
89 C -5.33220 -1.53999 -2.20565
90 O -4.44329 -0.53933 -1.93743
91 O -6.22650 -1.56758 -3.04313
92 H -6.03609 -3.40906 -1.52809
93 H -5.18197 -2.37746 -0.30082
94 H -4.18831 -3.11410 -1.56312
95 C -1.62199 0.36895 0.66560
96 C -0.23493 0.67841 0.32925
97 O 0.33400 1.62674 0.94456
98 O 0.34010 -0.03963 -0.51850
99 H -1.64605 -0.11999 1.63873
100 H -2.03434 -0.35625 -0.03350
101 H -2.22962 1.27338 0.68984

---

Entry 2:
A molecular structure, C28H62AlNO27P. Source: the Open Molecules 2025 dataset; level of theory: ωB97M-V/def2-TZVPD.

The calculation puts the frontier orbital gap at 7.188 eV. The net charge is -1. The value obtained for the LUMO energy is 0.0782 hartree. The HOMO energy is -0.186 Eh.

Cartesian coordinates (Å):
1 C -0.55111 -2.19076 1.91176
2 C -1.82179 -1.37595 2.06723
3 C -1.70955 0.03633 1.52984
4 O -0.66621 0.74783 2.16886
5 C 0.14217 1.51494 1.25036
6 Al 1.66975 0.52987 0.37343
7 P 1.01026 -0.59207 -1.62280
8 N -0.46326 -1.15227 -1.63816
9 O 1.21715 0.36100 -2.93931
10 O 2.11137 -1.79583 -1.88701
11 H -0.21316 -2.20092 0.87759
12 H -0.72948 -3.21912 2.23199
13 H 0.24368 -1.79491 2.53888
14 H -2.11561 -1.31714 3.12010
15 H -2.65049 -1.87310 1.55539
16 H -1.52661 0.00439 0.45280
17 H -2.66805 0.55733 1.67633
18 H 0.60722 2.29592 1.86274
19 H -0.50480 2.05702 0.54773
20 H 2.79458 1.62393 -0.04970
21 H 2.33646 -0.59750 1.31861
22 H -0.98753 -0.75530 -2.41321
23 H 1.91597 0.98868 -2.71568
24 H 2.40976 -2.06490 -1.01088
25 C -8.13647 -3.32538 2.25003
26 O -6.89296 -3.83585 1.77257
27 C -6.60509 -3.48410 0.51556
28 O -7.30440 -2.80959 -0.19522
29 O -5.42950 -4.00741 0.19787
30 C -4.98854 -3.70552 -1.13362
31 H -8.23525 -3.68618 3.26963
32 H -8.13421 -2.23712 2.24233
33 H -8.96275 -3.69467 1.64511
34 H -4.87316 -2.63215 -1.26218
35 H -5.69363 -4.09774 -1.86371
36 H -4.02491 -4.18714 -1.26268
37 C -0.16764 -3.63500 -3.78865
38 O -1.45106 -4.08204 -4.27779
39 C -1.46384 -5.29387 -4.79785
40 O -0.53233 -6.05209 -4.90627
41 O -2.70244 -5.55490 -5.24049
42 C -2.83513 -6.83747 -5.85520
43 H -0.31762 -2.63518 -3.39499
44 H 0.18468 -4.27893 -2.98769
45 H 0.55771 -3.61415 -4.60090
46 H -2.60355 -7.62965 -5.14556
47 H -2.18053 -6.92244 -6.72156
48 H -3.87344 -6.91313 -6.16613
49 C -3.72582 2.85924 7.69711
50 O -3.63358 3.55512 6.45393
51 C -2.67786 3.08282 5.63653
52 O -1.94302 2.16825 5.89224
53 O -2.69058 3.81070 4.52864
54 C -1.71262 3.40758 3.54655
55 H -4.52811 3.33965 8.25003
56 H -3.96554 1.81063 7.53293
57 H -2.79350 2.93873 8.25292
58 H -1.87778 2.38698 3.21321
59 H -0.70922 3.50380 3.95448
60 H -1.83113 4.08951 2.71002
61 C 5.60705 4.74017 3.75768
62 O 4.46284 4.47165 4.56645
63 C 3.78840 3.37326 4.19973
64 O 4.08614 2.64178 3.29442
65 O 2.74161 3.23634 5.00471
66 C 1.94989 2.06234 4.74393
67 H 6.05157 5.64632 4.15955
68 H 6.32309 3.92232 3.81572
69 H 5.31764 4.89702 2.72028
70 H 2.54595 1.16371 4.88636
71 H 1.55410 2.07939 3.73231
72 H 1.13481 2.08228 5.46117
73 C -3.46937 6.87926 5.34463
74 O -2.36064 7.60744 4.79993
75 C -2.67252 8.78630 4.28107
76 O -3.76979 9.28095 4.23773
77 O -1.55453 9.34420 3.80901
78 C -1.74686 10.62551 3.21143
79 H -3.07093 5.95104 5.72587
80 H -3.93165 7.44395 6.15303
81 H -4.20283 6.66572 4.57083
82 H -2.14348 11.33345 3.93691
83 H -2.42137 10.55600 2.36020
84 H -0.76538 10.94929 2.87819
85 C 1.96200 -7.57775 -10.95987
86 O 2.01926 -6.31453 -10.29955
87 C 1.14428 -6.18620 -9.29232
88 O 0.35816 -7.03010 -8.94827
89 O 1.29604 -4.98243 -8.76526
90 C 0.43522 -4.70578 -7.64599
91 H 2.71517 -7.54109 -11.74177
92 H 2.18856 -8.38560 -10.26666
93 H 0.97968 -7.73850 -11.40040
94 H 0.63247 -5.38811 -6.82561
95 H -0.60815 -4.77296 -7.95043
96 H 0.65659 -3.68714 -7.34083
97 C 2.73847 -1.87562 -10.44918
98 O 2.86501 -0.59967 -9.81082
99 C 2.02450 -0.42654 -8.79018
100 O 1.21895 -1.23332 -8.40894
101 O 2.23421 0.77645 -8.26489
102 C 1.40845 1.07099 -7.12910
103 H 3.47381 -1.88217 -11.24827
104 H 2.94346 -2.68195 -9.74825
105 H 1.73995 -1.99954 -10.86324
106 H 1.59332 0.36409 -6.32339
107 H 0.35666 1.04822 -7.40575
108 H 1.68621 2.07100 -6.81173
109 C 6.22778 0.68801 5.03500
110 O 5.61491 0.75009 6.32918
111 C 6.44673 1.02628 7.32331
112 O 7.63122 1.22396 7.23006
113 O 5.74651 1.05020 8.46010
114 C 6.52375 1.34460 9.61950
115 H 5.43191 0.47146 4.32985
116 H 6.68009 1.64428 4.78267
117 H 6.97770 -0.09980 5.00337
118 H 6.98132 2.32862 9.53650
119 H 7.29616 0.59199 9.76704
120 H 5.83007 1.33007 10.45489